1.
69
Properties=species:S:1:pos:R:3:forces:R:3:mulliken_charge:R:1 method="wB97M-V/def2-TZVPD" total_charge=-2 e_lumo_ha="0.160 / 0.160" multiplicity=3 energy_ev=-96751.65652 gap_ev="5.673 / 5.762" s2=2.0181
Sb 2.1906 -1.8444 1.8773 0.27 -0.33 0.25 0.22
Pd 0.2863 -0.5219 0.3728 -0.10 0.53 -0.58 -0.91
S -0.9317 -0.9550 3.7151 0.03 -0.03 -0.04 -0.33
S -0.8437 -1.9244 1.9911 -0.04 -0.02 0.14 -0.29
S 2.7816 -0.9370 -0.2234 -0.11 -0.01 0.03 -0.61
S 2.2959 -4.1256 1.6894 -0.01 0.11 -0.04 -0.75
P 1.0414 1.7432 -0.0511 -0.13 -0.42 0.21 2.44
F -1.8091 1.2723 1.4871 -0.05 -0.01 -0.03 -0.14
N 0.7880 4.5155 0.1871 -0.03 -0.03 0.05 0.10
N 2.5331 3.4622 1.5628 -0.06 0.02 0.01 0.11
N -1.8783 -0.2469 -0.8349 -0.22 -0.01 -0.03 2.84
N 2.8502 3.6966 -0.8645 0.02 0.01 0.01 0.11
C -2.6113 0.7493 -2.9260 -0.02 0.06 -0.04 1.14
C 3.4673 3.6735 0.4621 0.02 0.00 -0.01 -0.89
C -4.1226 2.5582 -1.9855 -0.03 0.03 -0.03 -1.58
C -2.9907 -0.0945 -0.0653 0.15 0.05 0.00 0.57
C -2.9714 0.6522 -4.2649 -0.01 0.02 -0.03 -0.02
C 2.3279 2.3708 -1.2284 -0.05 -0.06 -0.05 -1.24
C 1.9673 2.1038 1.5083 0.03 0.08 0.03 -1.22
C -2.1687 -0.3907 -2.2059 0.13 -0.08 0.00 -1.78
C -2.3266 -3.3647 -1.0956 -0.03 -0.01 0.02 -1.33
C -1.5329 -2.9056 -2.3170 -0.04 -0.01 -0.04 0.56
C 0.0089 3.2839 -0.0450 0.05 0.10 0.01 -0.52
C -0.0430 -2.7807 -2.0139 -0.16 0.06 0.07 -0.33
C -1.9699 3.1831 -3.0928 -0.01 0.02 -0.03 -1.84
C 1.7884 4.6973 -0.8573 0.02 0.04 -0.03 -0.95
C -2.6846 2.1132 -2.2626 0.00 -0.03 0.04 2.12
C -2.8800 -0.5452 -4.9507 0.01 -0.03 0.04 -1.41
C -4.2687 -0.6250 -0.3708 -0.01 0.01 -0.06 -0.74
C -5.2755 0.2522 1.6424 -0.02 0.00 0.01 -0.61
C -2.4034 -1.6539 -4.2696 0.00 0.02 -0.02 -0.81
C 1.4777 4.4672 1.4763 0.01 0.00 -0.03 -0.93
C -2.0476 -1.6098 -2.9243 0.01 -0.03 0.03 0.39
C -2.9643 0.6372 1.1433 -0.03 0.02 0.04 -0.88
C -5.3696 -0.4582 0.4537 -0.01 0.01 0.03 -0.84
C -4.0412 0.8048 1.9772 0.06 0.00 -0.01 -0.51
H 1.9003 2.4221 -2.2341 0.00 -0.01 0.00 0.40
H 2.7649 1.3632 1.5925 0.01 0.02 -0.03 0.52
H -4.3728 -1.1845 -1.2924 -0.01 0.00 0.00 0.36
H 4.2218 2.8852 0.4851 0.00 0.00 0.00 0.41
H 3.9580 4.6410 0.6150 0.00 0.00 0.01 0.29
H -2.1680 2.0161 -1.3063 -0.01 -0.01 0.00 -1.09
H 3.1368 1.6399 -1.2470 0.02 0.02 0.00 0.43
H -3.3834 -3.4931 -1.3463 0.01 -0.02 0.01 0.30
H -1.6663 -3.6727 -3.0902 0.01 0.00 0.00 0.46
H -4.6464 1.8544 -1.3394 0.03 -0.03 0.01 0.19
H -6.1275 0.3715 2.2996 0.00 0.00 -0.01 0.35
H 1.2912 1.9441 2.3528 -0.01 0.04 -0.01 0.28
H -3.1638 -0.6131 -5.9947 0.00 0.00 0.00 0.36
H -0.4988 3.3731 -1.0058 0.01 0.01 0.02 -0.36
H -2.5037 3.3872 -4.0254 0.01 -0.01 0.01 0.42
H 0.5485 -2.6406 -2.9207 -0.02 0.00 -0.01 0.30
H 1.2896 4.6911 -1.8298 0.00 0.00 0.00 0.40
H -1.9179 4.1249 -2.5389 0.00 0.01 0.00 0.46
H -0.7615 3.1854 0.7203 0.01 0.02 0.01 0.54
H 0.3509 -3.6289 -1.4514 -0.01 -0.01 -0.01 0.47
H 1.9295 5.4505 1.6471 0.01 -0.01 0.00 0.30
H -6.3157 -0.9034 0.1630 0.00 0.00 0.00 0.35
H -4.6815 2.6439 -2.9241 0.00 -0.01 0.01 0.32
H 0.7444 4.2762 2.2622 0.00 0.00 0.00 0.44
H -4.1297 3.5393 -1.5010 -0.01 0.00 0.01 0.45
H -3.3257 1.5380 -4.7836 0.00 -0.01 0.00 0.23
H -3.8935 1.3758 2.8857 -0.02 0.00 0.00 0.43
H -2.2596 -2.6467 -0.2805 0.02 -0.02 -0.02 -0.09
H -2.3094 -2.6024 -4.7894 -0.01 0.00 -0.01 0.33
H 0.0778 -1.8887 -1.4025 0.31 -0.01 0.03 -0.52
H 2.2542 5.6779 -0.7097 0.00 0.00 0.00 0.31
H -1.9377 -4.3200 -0.7350 0.01 0.00 0.00 0.49
H -0.9546 2.8754 -3.3540 0.01 -0.01 0.03 0.37

=====

2.
60
Properties=species:S:1:pos:R:3:forces:R:3:mulliken_charge:R:1 method="wB97M-V/def2-TZVPD" total_charge=+1 e_lumo_ha="-0.108 / -0.163" multiplicity=4 energy_ev=-30587.59553 gap_ev="7.312 / 6.031" s2=3.8094
Tc -0.1130 -0.4303 0.4782 -1.79 1.64 -0.15 0.01
N 1.1733 1.5328 3.9450 0.15 -0.14 -0.55 -0.06
N 0.1698 0.4170 2.3423 0.76 0.96 1.30 0.86
C -3.5626 2.5483 -0.7151 -0.21 -0.08 0.09 -0.94
C -0.5367 0.2212 3.5517 -0.39 -0.67 -1.92 -0.62
C 1.7316 2.8460 -3.6462 -2.14 -0.24 0.76 -0.53
C -2.9648 0.3286 -1.9157 -0.52 -0.44 0.56 -0.85
C 1.2220 1.2022 2.6299 -1.36 -0.34 0.89 -0.50
C -0.0505 -2.5501 0.7920 0.43 -0.66 0.12 0.55
C 2.8923 2.8574 -2.8563 -0.59 -0.47 2.14 -0.59
C 1.0398 -1.0648 -2.4990 0.06 0.08 -0.21 -1.30
C 0.5242 3.0285 -1.4391 -1.22 -3.26 -2.17 -0.69
C -3.6819 0.9387 -0.5795 5.27 2.36 0.70 0.54
C -0.8776 -3.4145 1.6851 -0.17 0.02 0.10 -1.63
C 1.2180 -1.9976 1.1530 0.87 -1.01 -1.20 0.30
C -2.9323 0.6392 0.5876 0.79 -0.47 -1.14 -0.60
C 1.7633 -1.3485 -0.0072 0.33 -1.47 0.32 0.48
C -2.2078 -0.6443 0.8188 -1.63 -0.51 0.01 -0.65
C 0.8528 -1.5559 -1.1054 0.08 0.01 0.21 0.90
C 0.0674 0.9119 4.5097 0.78 1.07 1.85 -0.67
C 1.5115 2.1343 -0.8763 -2.56 3.76 -0.19 0.35
C 0.5015 2.8204 -2.8914 1.06 0.71 1.25 -0.13
C 2.7123 2.4348 -1.4543 3.33 0.63 -1.80 -0.25
C 1.9523 -2.3040 2.4157 -0.18 0.40 0.35 -1.58
C 3.0710 -0.6512 -0.0348 0.34 0.17 0.01 -1.53
C -1.3419 -2.9392 -1.4270 -0.18 0.11 -0.13 -1.52
C -0.2595 -2.3071 -0.6086 0.41 -0.68 -0.26 1.18
H -0.5657 2.6981 -3.1850 1.18 0.68 -0.86 0.29
H -0.4555 3.4772 -1.2255 0.44 -0.77 1.49 0.38
H -1.4333 -0.4066 3.6036 0.60 0.48 -0.08 0.40
H -2.4667 1.4307 1.2639 -1.83 -0.63 -0.48 0.14
H -0.8402 -3.0510 2.7187 -0.06 -0.10 -0.17 0.41
H -1.8807 0.1318 -1.7006 -0.85 -0.70 0.27 -0.06
H 1.6926 -1.7369 -3.0720 -0.12 0.17 0.09 0.32
H 0.0788 -0.9888 -3.0198 0.22 -0.01 0.06 0.28
H -2.7638 2.9136 -0.0234 -1.14 -0.11 0.05 0.17
H -4.4991 3.1583 -0.6039 0.91 -0.67 -0.16 0.33
H 1.4896 -0.0678 -2.4709 0.01 -0.12 -0.21 0.05
H -2.2907 -1.0103 1.8685 -0.11 0.26 -0.68 0.50
H 3.5492 2.5070 -0.6855 -0.61 -0.28 -1.47 0.39
H -3.0521 2.7910 -1.6609 -0.84 -0.04 -0.10 0.24
H -0.1947 1.0410 5.5697 0.27 -0.10 -0.78 0.39
H 1.9799 1.5591 1.9396 -0.29 -0.12 0.11 0.28
H 1.8492 2.1382 4.4004 -0.35 -0.26 0.00 0.24
H -1.9214 -3.4272 1.3605 0.14 -0.04 0.11 0.36
H -2.6203 -1.4175 0.1412 0.14 0.38 0.60 0.43
H 2.4752 -3.2693 2.3352 -0.20 0.27 -0.14 0.33
H 3.9039 -1.3664 -0.0981 -0.18 0.19 -0.04 0.31
H -1.5236 -2.3674 -2.3438 -0.05 -0.18 0.20 0.27
H 3.1080 0.0363 -0.8772 0.23 -0.15 0.01 0.35
H -1.0549 -3.9640 -1.7118 0.03 0.33 0.10 0.34
H -2.2798 -3.0144 -0.8663 0.18 0.00 -0.22 0.42
H 1.5984 2.9860 -4.7488 0.77 -0.16 1.15 0.42
H 2.7035 -1.5381 2.6262 -0.07 -0.10 0.10 0.36
H -3.4481 -0.5320 -2.4616 0.53 0.92 0.70 0.30
H 1.2608 -2.3783 3.2619 0.21 0.07 -0.05 0.38
H -0.5050 -4.4485 1.6844 -0.05 0.23 -0.06 0.30
H -2.7815 1.1613 -2.5977 -0.95 -0.14 -0.25 0.41
H 3.2040 -0.0610 0.8803 0.14 -0.11 -0.15 0.33
H 3.8095 3.3621 -3.1542 -0.01 -0.67 -0.07 0.42

=====

3.
62
Properties=species:S:1:pos:R:3:forces:R:3:mulliken_charge:R:1 method="wB97M-V/def2-TZVPD" e_lumo_ha=0.030 energy_ev=-33989.29162 gap_ev=8.948 smiles="O=C(NCCc1ccccc1)C1CCN(C2CCN(Cc3ccco3)CC2)CC1"
O 6.8899 -0.2795 -1.0008 -0.07 0.52 0.14 -0.35
O -1.9049 1.2857 -2.5161 0.35 -0.07 -0.34 -0.67
N 4.4021 0.1732 0.7952 0.09 -0.04 0.07 0.10
N 0.3231 1.4385 0.7232 -0.07 0.00 0.13 0.33
N -3.8400 0.9086 -1.4340 -0.38 -0.17 0.07 -0.17
C 7.1166 -2.3858 -1.6727 0.17 0.45 -0.29 -0.35
C -6.3415 -1.7303 -0.5299 0.03 0.00 0.02 -0.28
C 3.4090 -0.8302 0.4617 -0.10 -0.01 -0.33 -0.87
C 6.4299 -2.3763 -0.4342 -0.06 0.59 0.31 -0.61
C 2.1346 -0.1655 -0.0461 -0.10 -0.08 0.36 -0.46
C -0.8519 0.6031 0.8534 -0.19 0.09 0.21 -0.70
C -4.2376 -1.4889 -1.8793 -0.09 0.27 -0.08 -1.03
C 6.3167 -1.0659 -0.0679 -0.17 -0.86 0.52 0.51
C -4.9161 -1.7416 1.8390 0.00 0.01 0.11 -0.62
C -4.3569 -0.0418 -2.3888 0.15 -0.19 -0.18 -0.88
C -2.0869 1.4975 0.9373 -0.01 -0.19 -0.08 -1.13
C -4.9545 -1.6474 -0.5692 0.10 -0.12 -0.07 0.24
C -2.6035 1.4532 -1.5394 -0.35 0.35 0.41 0.22
C 5.6912 -0.4190 1.1220 0.04 0.12 -0.27 -0.82
C 7.3669 -1.0819 -1.9651 0.15 -0.79 -0.38 -0.52
C 2.6689 1.7776 1.3941 -0.06 -0.31 0.24 -0.67
C 1.5748 0.7696 1.0357 0.28 0.11 -0.13 -0.63
C -0.9204 3.0824 -0.5836 -0.02 -0.19 -0.24 -1.54
C 0.2807 2.1386 -0.5499 0.01 0.22 -0.07 -0.51
C -6.2976 -1.8204 1.8669 -0.03 0.00 0.11 -0.41
C -4.2503 -1.6563 0.6283 -0.02 -0.02 -0.04 -0.12
C -2.2297 2.3285 -0.3431 0.23 0.19 0.03 0.09
C 3.9203 1.0379 1.8549 -0.01 0.29 -0.11 -0.89
C -7.0089 -1.8184 0.6784 -0.10 0.01 0.00 -0.57
H -0.7686 0.0128 1.7705 0.01 -0.02 -0.06 0.56
H -3.1806 -1.7316 -1.7603 0.01 -0.03 -0.05 0.37
H 1.1926 2.7247 -0.6636 0.02 -0.02 -0.05 0.49
H -4.6650 -2.1552 -2.6303 0.04 -0.06 -0.02 0.43
H -0.8020 3.8390 0.1940 0.00 0.03 0.01 0.49
H 7.3828 -3.2431 -2.2563 0.09 -0.12 -0.18 0.43
H 1.4028 -0.9325 -0.3066 -0.03 -0.02 -0.07 0.33
H 2.3718 0.4095 -0.9409 -0.01 -0.01 -0.09 0.29
H 4.7053 1.7609 2.0925 -0.01 -0.07 0.06 0.49
H -5.4048 0.1972 -2.5927 0.08 -0.04 -0.05 0.45
H 1.3765 0.1693 1.9347 0.04 0.02 -0.05 0.20
H 6.0738 -3.2273 0.1104 -0.11 -0.12 0.19 0.49
H -6.9006 -1.7312 -1.4550 -0.07 0.00 -0.11 0.41
H -0.9643 -0.0936 0.0021 0.01 -0.08 0.04 0.26
H 7.8593 -0.6149 -2.7948 0.05 0.16 -0.06 0.46
H 3.1728 -1.4626 1.3403 0.04 -0.01 -0.01 0.32
H -0.9543 3.5761 -1.5554 0.00 0.05 0.01 0.43
H 6.3464 0.3881 1.4622 -0.02 -0.09 0.09 0.43
H -3.1707 -1.6022 0.6113 0.12 0.01 -0.03 0.41
H -3.7714 0.0792 -3.3027 -0.16 0.01 0.05 0.42
H -8.0869 -1.8860 0.6939 -0.09 -0.01 0.00 0.38
H 3.8244 -1.4754 -0.3161 -0.06 -0.02 0.11 0.47
H -4.3543 -1.7472 2.7618 0.04 -0.01 0.08 0.39
H -3.0451 3.0511 -0.2136 0.05 -0.08 -0.02 0.55
H 0.2019 1.4429 -1.3977 0.10 0.07 0.05 0.36
H 2.3143 2.4432 2.1816 -0.04 0.03 0.01 0.33
H -2.9748 0.8881 1.1196 -0.03 0.02 0.04 0.50
H -6.8184 -1.8875 2.8105 -0.04 -0.01 0.07 0.38
H -1.9595 2.1776 1.7815 -0.03 -0.02 0.03 0.42
H 3.6953 0.4630 2.7740 0.04 0.02 0.00 0.37
H 2.9277 2.3760 0.5216 0.02 0.09 -0.04 0.34
H -4.3580 1.0155 -0.5765 0.13 0.08 0.00 0.37
H 5.6077 -1.1693 1.9298 0.06 0.07 -0.08 0.31